A 2-piece molecular cluster, C7H16N2 overall at a distorted geometry. Source: the OMol25 dataset; level of theory: wB97M-V/def2-TZVPD.

Cartesian coordinates (Å):
N: 2.16 0.73 1.18
N: 2.13 0.43 -0.20
C: -1.33 1.20 0.17
C: -1.71 -0.29 0.43
C: 2.02 1.70 -1.02
C: 2.10 -1.85 0.29
C: 2.08 -0.69 -0.76
C: -2.60 0.76 0.98
C: -2.26 -1.10 -0.79
H: 2.15 1.78 1.42
H: -3.04 -1.80 -0.53
H: 2.24 1.59 -2.11
H: -2.70 -0.43 -1.39
H: -1.09 -0.96 0.95
H: -3.63 0.74 0.62
H: 1.55 0.18 1.63
H: 1.00 2.12 -1.03
H: 3.00 -1.84 0.78
H: -1.58 -1.70 -1.50
H: -2.50 1.03 2.11
H: -1.26 1.66 -0.84
H: -0.55 1.63 0.87
H: 1.27 -1.77 1.02
H: 2.52 2.48 -0.54
H: 2.05 -2.85 -0.14

Output
ΔE to the lowest compared entry with this formula, charge and spin, kcal per mole: 139.36
Orbital gap, eV: 8.59
Total energy, eV: -10493.214

---

A 2-piece molecular cluster, C7H16N2 overall at a distorted geometry. Source: the OMol25 dataset; level of theory: wB97M-V/def2-TZVPD.

Cartesian coordinates (Å):
N: 0.19 1.70 -0.23
N: -0.02 -1.19 -1.00
C: 1.67 1.30 1.66
C: 1.04 -1.52 -1.94
C: -0.01 -2.08 0.15
C: -1.33 -1.19 -1.64
C: -2.31 2.24 2.28
C: 0.47 1.98 1.08
C: -1.15 2.22 1.93
H: -0.20 -3.13 -0.12
H: -2.08 -0.88 -0.92
H: -1.60 -2.17 -2.05
H: -0.69 2.13 -0.53
H: -3.30 2.40 2.61
H: 2.00 -1.46 -1.43
H: 0.22 0.71 -0.50
H: -0.76 -1.75 0.87
H: 1.03 -0.79 -2.75
H: 1.68 1.36 2.74
H: 2.57 1.80 1.30
H: 0.97 -2.04 0.63
H: 0.93 -2.53 -2.36
H: 0.25 3.11 1.33
H: -1.32 -0.47 -2.46
H: 1.73 0.25 1.36

Output
SMILES string: C#C[C@@H](C)N.CN(C)C
ΔE to the lowest compared entry with this formula, charge and spin, kcal per mole: 117.10
Orbital gap, eV: 9.11
Total energy, eV: -10494.180

---

A 3-piece molecular cluster, C7H16N2 overall at a distorted geometry. Source: the OMol25 dataset; level of theory: wB97M-V/def2-TZVPD.

Cartesian coordinates (Å):
N: -0.07 0.06 2.59
N: -0.28 -1.07 -1.77
C: -1.38 -0.31 3.04
C: 0.83 -0.32 -2.14
C: 2.00 -0.39 -1.50
C: 0.69 -0.84 2.09
C: -0.76 1.81 0.34
C: -0.69 -1.17 -0.59
C: 0.60 0.50 -3.38
H: -0.06 -1.00 0.40
H: 2.87 0.11 -1.88
H: 1.72 -0.57 1.93
H: -1.13 2.24 1.26
H: -2.11 0.40 2.65
H: -1.19 0.77 0.09
H: 1.51 1.02 -3.67
H: -1.40 -0.24 4.13
H: 0.51 -1.91 2.24
H: 2.14 -1.05 -0.66
H: -1.49 -1.87 -0.40
H: -1.01 2.41 -0.53
H: 0.27 -0.15 -4.18
H: 0.31 1.67 0.39
H: -0.19 1.23 -3.20
H: -1.69 -1.33 2.75

Output
SMILES string: C=NC(=C)C.C=NC.C
ΔE to the lowest compared entry with this formula, charge and spin, kcal per mole: 89.49
Orbital gap, eV: 9.59
Total energy, eV: -10495.377

---

One molecule with the formula C7H16N2 at a distorted geometry. Source: the OMol25 dataset; level of theory: wB97M-V/def2-TZVPD.

Cartesian coordinates (Å):
N: -2.33 0.76 0.01
N: -2.62 -1.57 -0.29
C: 3.14 -0.66 0.01
C: -0.31 -0.74 -0.40
C: -1.75 -0.53 0.26
C: 0.73 0.33 -0.09
C: 0.85 0.59 1.41
C: 0.46 1.64 -0.82
C: 2.08 -0.28 -0.67
H: -2.48 0.88 -0.99
H: 2.08 -0.38 -1.75
H: 1.72 1.21 1.61
H: -2.19 -2.49 -0.21
H: 0.93 -0.33 1.97
H: -3.51 -1.59 0.20
H: 0.05 -1.71 -0.05
H: -3.17 0.89 0.56
H: -0.02 1.14 1.76
H: -0.46 -0.80 -1.48
H: 1.27 2.34 -0.64
H: -1.63 -0.62 1.35
H: 3.19 -0.60 1.09
H: -0.47 2.08 -0.47
H: 4.03 -1.04 -0.47
H: 0.38 1.47 -1.89

Output
SMILES string: C=CC(C)(C)CC(N)N
ΔE to the lowest compared entry with this formula, charge and spin, kcal per mole: 23.68
Orbital gap, eV: 10.07
Total energy, eV: -10498.230

---

Which of these has the lowest total energy?
number 4